[1]
An isolated molecule of C3H6ClNO3S, computed with ωB97M-V/def2-TZVPD.

```
! wB97M-V def2-TZVPD RIJCOSX def2/J DEFGRID3
* xyz 0 1
C -0.07422 -1.45238 -0.18347
C -1.32368 1.40200 0.71882
C 0.98985 -0.34557 0.62712
N 0.26267 -1.79408 -1.39619
O -1.08632 -1.71981 0.43550
O 0.38783 1.18065 -1.38857
O 1.17912 2.37532 0.63567
S 0.40126 1.33306 0.03421
Cl 2.59575 -0.44873 0.04396
H -2.22902 1.19394 0.05077
H -1.16979 0.68783 1.59548
H -1.54894 2.42531 0.88372
H 0.88840 -0.67851 1.62166
H 1.13482 -1.63699 -1.73492
H -0.40773 -2.52205 -1.94378
*
```

Calculated values
SMILES = CS(=O)(=O)[C@H](Cl)C(N)=O
orbital gap = 10.592 eV
M = 171.61 g mol⁻¹
HOMO level = -0.368 Eh
energy above the lowest of the compared OMol25 structures with the same formula, charge and spin = 29.0 kcal per mole

Results of the Löwdin charge analysis, in e, for atoms 1 through 8:
1 C -0.565
2 C -0.118
3 C -0.668
4 N 0.163
5 O 0.035
6 O -0.334
7 O -0.319
8 S 0.575



[2]
A structure of composition C3H4N2O, computed with ωB97M-V/def2-TZVPD.

```
! wB97M-V def2-TZVPD RIJCOSX def2/J DEFGRID3
* xyz 0 1
N -2.22065 0.55646 -0.60599
C -0.99134 0.33071 -0.39118
O 0.09347 0.58558 -0.93130
C 1.72503 -0.11444 -0.00339
C 1.09839 -0.71464 1.04331
N 0.03694 -0.95385 1.55665
H -2.81649 0.15508 0.11154
H -0.75140 -0.36885 0.70519
H 2.20848 0.84514 0.14766
H 2.08925 -0.72641 -0.82216
*
```

Calculated values
orbital gap (spin up / spin down) = 8.269 / 8.270 eV
M = 84.08 g mol⁻¹
HOMO level (spin up / spin down) = -0.340 / -0.340 Eh
energy above the lowest of the compared OMol25 structures with the same formula, charge and spin = 106.2 kcal per mole

Results of the Löwdin charge analysis, in e, for atoms 1 through 8:
1 N 0.114
2 C -0.447
3 O 0.022
4 C 0.050
5 C -0.226
6 N 0.159
7 H 0.047
8 H 0.071



[3]
A structure of composition C48H46CaF2N4OP2Se, computed with ωB97M-V/def2-TZVPD.

```
! wB97M-V def2-TZVPD RIJCOSX def2/J DEFGRID3
* xyz 0 1
Ca -0.58391 -0.03899 -0.15503
C 1.98608 -2.27894 -1.50779
P 3.04978 -0.88972 -0.80188
C 4.65264 -1.22006 -1.66081
C 5.82593 -1.35218 -0.92797
C 7.03937 -1.57011 -1.57124
C 7.08479 -1.65997 -2.95246
C 5.91183 -1.55116 -3.69165
C 4.70451 -1.32984 -3.05185
C 2.65620 0.64645 -1.75285
C 3.51360 1.72379 -1.49862
C 3.38023 2.91970 -2.17729
C 2.37767 3.06499 -3.13199
C 1.51019 2.01577 -3.37417
C 1.64205 0.81533 -2.67925
C 1.13222 -2.81130 -0.39434
C 1.25504 -4.00432 0.29136
C 0.32245 -3.95642 1.35676
C -0.32309 -2.74146 1.25518
C -1.24738 -2.03810 2.21139
P -0.19493 -0.57327 2.69664
C 0.78846 -1.38358 4.00451
C 2.15237 -1.56023 3.79190
C 2.93456 -2.20124 4.74394
C 2.35594 -2.66128 5.91598
C 0.99111 -2.50284 6.12799
C 0.20900 -1.87099 5.17513
C -1.27014 0.60213 3.61157
C -0.93266 1.18901 4.83133
C -1.62763 2.29791 5.29714
C -2.66400 2.84185 4.55245
C -3.02886 2.25259 3.34965
C -2.33517 1.14673 2.88752
N 0.17605 -2.02237 0.19192
H 2.68125 -3.04497 -1.84528
H 1.39223 -1.95849 -2.36854
H 5.78881 -1.28205 0.15330
H 7.94987 -1.66439 -0.99243
H 8.03068 -1.81001 -3.45717
H 5.94100 -1.63064 -4.77157
H 3.79498 -1.23316 -3.63375
H 4.30993 1.60613 -0.77052
H 4.06018 3.73614 -1.96756
H 2.27826 3.98867 -3.68835
H 0.73635 2.10815 -4.12537
H 0.97346 -0.00288 -2.91747
H 1.93833 -4.80878 0.05932
H 0.13397 -4.72653 2.09105
H -1.49335 -2.65707 3.07100
H -2.17103 -1.69010 1.74053
H 2.58918 -1.22029 2.85820
H 3.99414 -2.34308 4.57135
H 2.96388 -3.15301 6.66497
H 0.53907 -2.87589 7.03868
H -0.85755 -1.76037 5.33385
H -0.11718 0.78982 5.42042
H -1.35202 2.74671 6.24390
H -3.18138 3.72457 4.90729
H -3.84534 2.65995 2.76472
H -2.61956 0.68883 1.94313
F -5.65961 -2.66189 -0.32457
C -4.99162 -1.49058 -0.38159
C -3.61333 -1.48362 -0.43403
C -2.89277 -0.28855 -0.50405
C -3.63418 0.92094 -0.54854
C -5.02942 0.85770 -0.51663
F -5.80991 1.96995 -0.59186
C -5.72834 -0.32633 -0.41892
C -2.86739 2.19840 -0.57882
C -3.44790 3.47145 -0.53528
C -2.64423 4.59856 -0.58504
C -1.26770 4.45907 -0.64177
C -0.75682 3.17498 -0.64266
N -1.52261 2.08216 -0.62856
H -3.09452 -2.43994 -0.38727
H -6.80915 -0.32831 -0.38128
H -4.51433 3.58983 -0.46233
H -3.10067 5.58070 -0.58457
H -0.60893 5.31626 -0.67007
H 0.31470 3.00801 -0.64992
C -3.01966 -3.37667 -3.88281
N -3.43097 -1.99753 -4.03483
C -4.71606 -1.50735 -3.91902
C -4.64820 -0.17073 -4.06295
N -3.31953 0.14788 -4.27415
C -2.77168 1.47426 -4.44491
C -2.56994 -0.98079 -4.26194
Se -0.77519 -1.11130 -4.56903
H -3.89578 -3.98321 -3.66606
H -2.30168 -3.45863 -3.06717
H -2.54110 -3.72821 -4.79552
H -5.56258 -2.14575 -3.73883
H -5.42295 0.57457 -4.02631
H -3.58867 2.19073 -4.49449
H -2.18577 1.51779 -5.36147
H -2.11847 1.71670 -3.60526
C 3.36129 2.27120 2.64437
C 1.84701 2.28274 2.50850
O 1.41159 1.78894 1.24445
H 3.67490 2.91259 3.46883
H 3.82429 2.64114 1.72799
H 3.72262 1.25923 2.83894
H 1.45480 3.29655 2.58772
H 1.40590 1.69012 3.31646
H 1.94213 1.00183 1.04842
*
```

Calculated values
orbital gap = 6.932 eV
M = 913.90 g mol⁻¹
HOMO level = -0.246 Eh
energy above the lowest of the compared OMol25 structures with the same formula, charge and spin = 38.0 kcal per mole

Results of the Löwdin charge analysis, in e, for atoms 1 through 8:
1 Ca 1.212
2 C -0.266
3 P 1.089
4 C -0.390
5 C -0.108
6 C -0.091
7 C -0.091
8 C -0.080



[4]
A cluster of 2 separate species, C17H32BF5NO9PS in total, computed with ωB97M-V/def2-TZVPD.

```
! wB97M-V def2-TZVPD RIJCOSX def2/J DEFGRID3
* xyz 0 1
C 1.83021 -1.06984 4.32832
C 0.50499 -0.93585 3.59676
O -0.21842 0.20816 4.09079
B 0.06925 1.46532 3.66797
O 0.29303 2.46543 4.59521
C 0.11089 1.87325 2.10687
O 0.05406 3.33727 2.04353
S -0.27473 4.08415 0.69315
O -1.68580 4.34726 0.66660
O 0.65465 5.17579 0.60164
C 0.12479 2.91035 -0.62079
C -0.59167 3.52013 -1.84876
C -0.22422 2.93451 -3.22437
C -1.18919 1.83743 -3.72233
C -0.47778 0.59403 -4.19175
F 0.30631 0.88296 -5.26082
F 0.34923 0.10339 -3.23258
C -1.42604 -0.56677 -4.60399
F -0.90766 -1.30960 -5.56902
F -1.68402 -1.34539 -3.55856
F -2.59294 -0.08535 -5.04551
P 2.03553 2.96342 -0.60792
N 2.31033 4.24455 -1.73629
O 2.34899 1.62517 -1.52333
C -0.37856 1.48311 -0.29162
C -0.93266 1.32495 1.12478
O -1.19056 -0.04032 1.33539
C -2.51540 -0.34780 1.74682
C -2.59655 -1.84621 1.93549
H 2.19960 -2.09634 4.24795
H 1.70569 -0.82471 5.38517
H 2.59579 -0.41057 3.90521
H -0.12453 -1.81154 3.75166
H 0.65410 -0.84699 2.51581
H 1.19459 2.80435 4.60754
H 1.11340 1.60722 1.72749
H -0.43165 4.59896 -1.85077
H -1.66633 3.37425 -1.69463
H -0.25325 3.75119 -3.94869
H 0.79658 2.56224 -3.24784
H -1.92558 1.55205 -2.96674
H -1.75498 2.20054 -4.58363
H 2.88898 3.97669 -2.52608
H 2.80395 4.98852 -1.24986
H 2.61858 1.77663 -2.43584
H -1.12158 1.15777 -1.02129
H 0.45416 0.77520 -0.35195
H -1.85250 1.91112 1.24633
H -2.75963 0.17694 2.68111
H -3.23408 -0.00536 0.98669
H -3.63906 -2.15417 2.05150
H -2.16275 -2.35114 1.06990
H -2.04216 -2.15048 2.82475
O 0.17265 -4.18520 2.75277
C 0.63685 -4.41948 1.66940
O 0.45061 -3.50168 0.69707
C 1.06499 -3.58626 -0.59505
C 0.26004 -4.43436 -1.55590
C 1.35363 -5.71079 1.35887
H 2.09575 -3.93197 -0.50687
H 1.10066 -2.55342 -0.93898
H 0.20140 -5.47208 -1.22630
H 0.71872 -4.41564 -2.54497
H -0.75490 -4.04552 -1.63726
H 0.60639 -6.45097 1.07148
H 1.83756 -6.05070 2.27031
H 2.09224 -5.63776 0.56599
*
```

Calculated values
SMILES = CCOB(O)[C@@H]1OS(=O)(=O)[C@@](CCCC(F)(F)C(F)(F)F)(P(N)O)C[C@H]1OCC.CCOC(C)=O
orbital gap = 9.130 eV
M = 563.28 g mol⁻¹
HOMO level = -0.323 Eh

Results of the Löwdin charge analysis, in e, for atoms 1 through 8:
1 C -0.050
2 C -0.220
3 O 0.088
4 B -0.552
5 O 0.177
6 C -0.113
7 O -0.207
8 S 0.599



Max |F| per entry: 6.2 0.8 1.9 0.5 eV/Å